Entry 1:
The following is a quantum chemistry calculation of C35H55N6OPTl as an isolated structure in a non-equilibrium geometry, from the OMol25 dataset.

Values from the calculation:
- Net charge: -1
- Orbital gap: 6.088 eV
- LUMO energy: 2.42 eV
- Maximum force: 3.365 eV/Å
- HOMO energy: -3.67 eV

Element x y z (Å)
Tl 1.726 0.957 -1.531
C -2.366 -4.396 -2.150
C -1.112 -3.511 -2.418
C -0.814 -3.440 -3.912
C 0.145 -3.914 -1.682
C 0.611 -5.231 -1.780
C 1.621 -5.770 -0.952
C 2.351 -4.875 -0.212
C 2.019 -3.569 -0.187
C 2.960 -2.550 0.521
C 2.949 -2.807 2.035
C 4.356 -2.512 -0.117
C 0.896 -3.128 -0.856
N 0.553 -1.801 -0.715
C 0.083 -1.488 0.605
C -0.041 -0.245 1.120
N 0.354 0.910 0.583
C 0.373 2.034 1.439
C 0.976 2.096 2.754
C 0.843 3.221 3.545
C 0.280 4.393 3.148
C -0.053 4.391 1.783
C 0.031 3.341 0.937
C -0.496 3.446 -0.516
C 0.579 3.947 -1.506
C -1.662 4.340 -0.743
C 1.763 0.832 3.348
C 1.040 0.163 4.548
C 3.196 1.218 3.782
H -3.192 -3.977 -2.719
H -2.669 -4.466 -1.158
H -2.271 -5.507 -2.431
H -1.607 -2.548 -2.269
H -0.450 -4.397 -4.361
H -0.019 -2.680 -4.066
H -1.644 -3.044 -4.469
H 0.092 -5.944 -2.439
H 1.889 -6.792 -1.105
H 3.276 -5.162 0.251
H 2.555 -1.619 0.305
H 3.448 -3.684 2.371
H 1.877 -2.884 2.354
H 3.352 -1.907 2.570
H 4.939 -3.481 0.048
H 4.818 -1.712 0.466
H 4.319 -2.320 -1.177
H -0.415 -2.341 1.080
H -0.493 -0.237 2.080
H 1.180 3.060 4.535
H 0.189 5.357 3.742
H -0.532 5.280 1.508
H -0.805 2.471 -0.849
H 0.781 5.034 -1.336
H 0.287 3.915 -2.528
H 1.618 3.593 -1.496
H -1.536 5.355 -0.427
H -2.596 3.951 -0.170
H -1.978 4.350 -1.786
H 1.793 0.066 2.619
H 0.946 0.798 5.412
H 1.597 -0.710 4.955
H 0.118 -0.308 4.259
H 3.107 1.974 4.601
H 3.822 1.643 2.996
H 3.705 0.337 4.237
N 3.289 4.409 0.288
C 4.377 4.086 -0.441
O 5.180 4.917 -0.797
C 4.618 2.652 -0.613
C 3.615 1.696 -0.104
H 3.070 5.389 0.396
H 2.494 3.898 0.550
H 5.642 2.530 -0.235
H 4.724 2.539 -1.741
H 3.133 2.004 0.838
H 4.143 0.794 0.272
C -3.094 -0.837 -0.330
N -3.283 -0.652 -1.808
C -4.535 -1.214 -2.260
N -5.701 -0.676 -1.629
C -5.448 -0.930 -0.158
N -4.279 -0.337 0.437
C -4.347 1.136 0.315
P -4.459 1.849 -1.431
C -3.146 0.749 -2.089
C -5.865 0.787 -1.841
H -2.194 -0.392 0.054
H -3.125 -1.879 -0.172
H 0.213 -1.305 -1.595
H -4.500 -2.316 -2.125
H -4.563 -1.013 -3.303
H -5.416 -2.049 0.015
H -6.323 -0.471 0.336
H -3.449 1.429 0.830
H -5.243 1.444 0.871
H -2.173 1.154 -1.762
H -3.153 0.919 -3.162
H -6.146 0.988 -2.831
H -6.715 1.184 -1.250

Entry 2:
The following is a quantum chemistry calculation of BrPt as an isolated structure, from the OMol25 dataset.

Values from the calculation:
- Net charge: +1
- Orbital gap (alpha / beta): 5.874 / 5.376 eV
- Multiplicity: 3
- LUMO energy (alpha / beta): -8.90 / -8.97 eV
- Maximum force: 0.150 eV/Å
- <S²>: 2.03
- HOMO energy (alpha / beta): -14.77 / -14.34 eV

Element x y z (Å)
Pt -2.019 -0.750 -0.734
Br 2.019 0.750 0.734

Entry 3:
The following is a quantum chemistry calculation of a 2-piece molecular cluster, C2H2ClP overall in a non-equilibrium geometry, from the OMol25 dataset.

Values from the calculation:
- Net charge: 0
- Orbital gap (alpha / beta): 8.110 / 7.954 eV
- LUMO energy (alpha / beta): -1.31 / -0.69 eV
- Maximum force: 1.626 eV/Å
- HOMO energy (alpha / beta): -9.42 / -8.65 eV

Element x y z (Å)
C 0.187 -0.399 -0.553
C -0.277 0.528 0.438
P -1.349 -0.881 -0.517
Cl -0.637 2.131 -0.158
H 1.984 -1.767 -0.700
H 0.092 0.389 1.490

Entry 4:
The following is a quantum chemistry calculation of a 4-piece molecular cluster, C26H57N4O13PS overall in a non-equilibrium geometry, from the OMol25 dataset.

Values from the calculation:
- Net charge: 0
- Orbital gap: 9.129 eV
- LUMO energy: 0.06 eV
- Maximum force: 7.800 eV/Å
- SMILES: CC(=O)OCCCC[C@](CC=O)(O[C@H](S)CP(=O)(O)O)[C@H](O)OCN=C=O.COC[C@@H](C)N.COC[C@@H](C)N.COC[C@@H](C)N
- HOMO energy: -9.07 eV

Element x y z (Å)
C 1.782 -1.987 0.688
C 0.271 -1.422 0.563
O -0.590 -1.876 1.370
O 0.047 -0.412 -0.427
C -0.533 0.802 0.210
C -1.855 1.178 -0.669
C -3.101 1.703 0.206
C -3.688 0.650 1.270
C -4.735 -0.428 0.694
C -3.895 -1.727 0.243
C -4.753 -3.057 -0.007
O -5.153 -3.828 0.939
O -5.709 0.072 -0.247
C -5.301 0.024 -1.623
S -5.972 1.629 -2.384
C -5.954 -1.168 -2.504
P -4.606 -1.774 -3.701
O -3.947 -0.569 -4.443
O -3.342 -2.645 -2.950
O -5.237 -2.806 -4.941
C -5.609 -0.906 1.999
O -6.421 0.258 2.393
O -4.723 -1.247 3.118
C -5.394 -2.096 4.076
N -4.811 -3.500 4.155
C -4.094 -3.577 5.264
O -3.568 -3.758 6.397
H 2.111 -2.489 -0.296
H 1.831 -2.682 1.601
H 2.454 -1.046 0.809
H -0.745 0.666 1.329
H 0.294 1.618 0.140
H -1.526 2.045 -1.374
H -2.078 0.285 -1.353
H -3.900 2.139 -0.498
H -2.704 2.609 0.823
H -2.772 0.064 1.690
H -4.080 1.264 2.170
H -3.189 -1.471 -0.646
H -3.171 -1.971 1.122
H -5.051 -3.416 -1.075
H -4.172 0.075 -1.815
H -6.141 1.445 -3.755
H -6.786 -0.720 -3.184
H -6.459 -2.000 -1.900
H -3.468 -3.623 -3.006
H -4.447 -3.028 -5.507
H -6.365 -1.731 1.750
H -6.819 0.108 3.280
H -5.268 -1.654 5.147
H -6.542 -2.131 3.889
C 1.346 -4.586 8.649
C 0.079 -4.235 7.874
C 0.344 -3.872 6.398
O 0.864 -2.559 6.201
C 2.269 -2.453 6.365
N -0.626 -3.155 8.577
H 1.949 -3.708 8.888
H 1.089 -5.063 9.600
H 1.969 -5.286 8.085
H -0.560 -5.124 7.883
H -0.617 -3.887 5.871
H 0.978 -4.620 5.906
H 2.793 -3.348 6.017
H 2.512 -2.251 7.410
H 2.614 -1.600 5.776
H -1.512 -2.984 8.105
H -0.099 -2.295 8.418
C 2.408 3.128 -3.461
C 2.106 1.816 -2.743
C 3.079 0.676 -3.111
O 2.823 0.076 -4.379
C 3.388 0.767 -5.480
N 0.711 1.441 -3.003
H 2.115 3.109 -4.513
H 1.860 3.952 -2.994
H 3.475 3.367 -3.407
H 2.215 2.005 -1.668
H 2.949 -0.126 -2.376
H 4.125 0.998 -3.037
H 4.352 1.221 -5.232
H 2.693 1.525 -5.847
H 3.544 0.046 -6.287
H 0.486 0.613 -2.452
H 0.662 1.109 -3.967
C 7.558 3.612 -5.111
C 6.374 4.063 -4.262
C 6.174 5.593 -4.251
O 7.084 6.297 -3.409
C 8.340 6.575 -4.005
N 6.532 3.530 -2.902
H 8.519 3.816 -4.635
H 7.512 2.532 -5.284
H 7.549 4.103 -6.089
H 5.474 3.618 -4.702
H 5.178 5.799 -3.841
H 6.182 6.008 -5.266
H 8.252 6.786 -5.075
H 9.030 5.746 -3.836
H 8.759 7.456 -3.514
H 5.698 3.761 -2.363
H 7.268 4.072 -2.448

Entry 5:
The following is a quantum chemistry calculation of a 2-piece molecular cluster, CH8N8O2 overall in a non-equilibrium geometry, from the OMol25 dataset.

Values from the calculation:
- Net charge: +2
- Orbital gap (alpha / beta): 7.728 / 6.025 eV
- LUMO energy (alpha / beta): -9.49 / -10.42 eV
- Maximum force: 4.909 eV/Å
- HOMO energy (alpha / beta): -17.21 / -16.44 eV

Element x y z (Å)
C -0.515 -0.463 0.261
N -0.145 0.808 0.422
N 0.957 1.458 0.249
N 0.310 -1.433 0.151
N 0.007 -2.705 -0.040
N 2.680 0.166 -0.616
N -1.939 -0.571 0.379
N -2.804 0.312 -0.005
N 2.210 1.247 -0.039
O -2.320 1.186 -0.849
O -3.974 0.254 0.188
H -2.926 1.845 -1.142
H 0.953 2.489 0.419
H -0.760 -3.040 0.438
H 0.946 -3.258 0.065
H 2.487 -0.795 -0.391
H 3.658 0.193 -0.827
H -2.411 -1.114 1.210
H 3.587 3.419 0.128

Entry 6:
The following is a quantum chemistry calculation of one molecule with the formula C17H25F13N2O2S in a non-equilibrium geometry, from the OMol25 dataset.

Values from the calculation:
- Net charge: 0
- Orbital gap: 9.317 eV
- LUMO energy: 0.40 eV
- Maximum force: 1.809 eV/Å
- SMILES: CCN[C@H]1C(=O)N[C@H](CCCCOC)[C@@H]1CCC(F)(F)C(F)(F)C(F)(F)C(F)(F)S(F)(F)(F)(F)F
- HOMO energy: -8.92 eV

Element x y z (Å)
C -4.090 -2.063 -5.095
C -2.750 -1.357 -4.847
N -2.256 -1.557 -3.473
C -2.233 -0.361 -2.657
C -3.484 -0.292 -1.741
O -4.465 -0.987 -1.770
N -3.217 0.752 -0.786
C -1.747 0.702 -0.540
C -1.186 2.129 -0.499
C -0.913 2.646 0.910
C -2.130 2.573 1.857
C -1.811 1.803 3.112
O -1.401 0.494 2.769
C -1.251 -0.360 3.874
C -1.175 -0.316 -1.575
C 0.265 -0.191 -2.049
C 1.298 -0.998 -1.259
C 1.521 -0.479 0.149
F 1.597 0.874 0.146
F 0.482 -0.865 0.941
C 2.798 -1.057 0.794
F 3.840 -0.871 -0.043
F 2.602 -2.393 0.904
C 3.124 -0.501 2.225
F 2.141 0.375 2.574
F 3.110 -1.506 3.131
C 4.454 0.308 2.324
F 4.563 1.159 1.269
F 4.376 1.053 3.462
S 6.025 -0.743 2.483
F 5.575 -1.170 3.928
F 6.796 0.509 3.082
F 6.512 -0.328 1.037
F 5.288 -1.990 1.864
F 7.318 -1.619 2.651
H -3.976 -2.846 -5.835
H -4.436 -2.522 -4.178
H -4.839 -1.353 -5.421
H -1.998 -1.711 -5.543
H -2.887 -0.300 -5.059
H -1.312 -1.913 -3.530
H -2.282 0.594 -3.187
H -3.525 1.617 -1.213
H -1.680 0.331 0.473
H -0.266 2.223 -1.066
H -1.882 2.824 -0.967
H -0.083 2.122 1.368
H -0.598 3.681 0.810
H -2.365 3.576 2.196
H -2.993 2.133 1.373
H -2.689 1.755 3.760
H -1.007 2.292 3.667
H -2.008 -1.138 3.874
H -1.299 0.192 4.809
H -0.282 -0.853 3.849
H -1.256 -1.284 -1.076
H 0.297 -0.626 -3.047
H 0.593 0.835 -2.165
H 2.221 -0.970 -1.826
H 0.976 -2.031 -1.218

Entry 7:
The following is a quantum chemistry calculation of C4H2GdO2 as an isolated structure in a non-equilibrium geometry, from the OMol25 dataset.

Values from the calculation:
- Net charge: 0
- Orbital gap (alpha / beta): 6.571 / 6.339 eV
- Multiplicity: 9
- LUMO energy (alpha / beta): -0.51 / -0.70 eV
- Maximum force: 3.836 eV/Å
- <S²>: 21.04
- HOMO energy (alpha / beta): -7.08 / -7.03 eV

Element x y z (Å)
O -1.565 1.467 -0.083
C -2.130 0.254 0.066
C -1.305 -0.875 0.150
C -0.099 -1.184 0.563
H -3.223 0.207 -0.012
C 1.823 -0.775 0.368
O 2.335 0.003 -0.568
Gd 0.487 1.125 -0.379
H 2.574 -1.260 1.028